No. 1
Here is a cluster of 4 separate species, H10NO3 in total in a non-equilibrium geometry from the OMol25 dataset. Energies are from ωB97M-V/def2-TZVPD.

Last column: Mulliken spin population.
Atoms and positions in Å:
N 0.41444 -0.49800 0.68453  0.00
H -0.04854 -0.96437 1.48134  0.00
H 1.34415 -0.22973 0.99966  0.00
H -0.09274 0.39164 0.65238  0.00
H 0.29332 -1.05489 -0.17369  0.00
H 0.76464 0.36949 3.81148  0.00
H 0.09165 -1.04083 3.95379  0.00
O 0.20182 -0.27810 3.37579  0.00
H -1.12463 -1.51077 -2.69220  -0.01
H -0.15424 -0.28473 -2.27444  -0.02
O -0.54717 -1.12674 -1.99813  0.46
H -1.03057 2.59699 -2.51564  -0.02
H 0.19767 1.65970 -3.04307  -0.02
O -0.30982 1.97034 -2.26180  0.60

The calculation puts the LUMO energy (spin up / spin down) at -0.307 / -0.594 Ha. Its spin multiplicity is 2. As for the net charge: +2.



No. 2
Here is an isolated molecule of C21H36ClF9N3O3PS in a non-equilibrium geometry from the OMol25 dataset. Energies are from ωB97M-V/def2-TZVPD.

Last column: Löwdin charge in e.
Atoms and positions in Å:
C 0.31602 3.65080 1.43853  -0.08
C 1.71294 3.25292 0.91758  -0.24
N 1.84291 1.98072 0.22781  0.02
C 1.43903 0.76035 0.82467  -0.37
C 2.23411 0.58053 2.16130  -0.16
N 1.61580 1.27900 3.31212  0.05
O 0.05715 0.64733 1.28080  0.03
C -0.01472 -0.67224 1.64362  -0.51
O -0.30904 -1.07495 2.69824  0.18
C 0.40967 -1.43009 0.34205  -0.34
C -1.04318 -1.41987 -0.32480  -0.16
C -1.22153 -2.27769 -1.58346  -0.27
C -2.07367 -3.51971 -1.40310  -0.59
Cl -3.81668 -3.12524 -1.22370  0.57
P 0.74803 -3.18764 0.82795  1.00
C 1.12768 -4.35741 -0.54730  -0.28
C -0.56117 -3.97074 1.86341  -0.26
C 1.47568 -0.46374 -0.21107  -0.22
C 1.26015 0.05476 -1.68287  -0.12
C -0.03164 0.67755 -2.22433  -0.17
C -0.72770 1.85638 -1.53742  -0.16
C -1.78376 2.46093 -2.52423  -0.05
C -3.21772 2.01968 -2.27477  -0.46
F -3.33985 0.95082 -1.49631  0.13
F -3.68406 1.58431 -3.48788  0.10
C -4.22742 3.14836 -1.89829  -0.49
F -5.41467 2.76314 -2.32494  0.14
F -3.98270 4.26323 -2.52359  0.17
S -4.42274 3.50842 -0.06367  0.77
F -3.75594 4.94453 -0.23105  -0.14
F -2.99203 2.93925 0.28430  -0.12
F -5.13031 2.13489 0.17739  -0.10
F -5.82852 4.18443 -0.35377  -0.13
F -4.63179 3.83309 1.46356  -0.11
C 3.04041 -0.76891 -0.28438  -0.10
C 3.78848 -2.02229 0.23387  -0.12
C 4.09811 -2.13259 1.72434  -0.54
N 3.57950 -3.13457 2.57978  0.10
O 4.88153 -1.34904 2.17005  0.07
H 0.11143 4.69305 1.19258  0.07
H -0.49465 3.00535 1.12024  0.04
H 0.34307 3.58218 2.52462  0.06
H 2.40757 3.35430 1.76377  0.10
H 2.03061 4.03687 0.22477  0.11
H 2.66552 1.93872 -0.34732  0.13
H 2.44360 -0.44869 2.47948  0.10
H 3.20662 1.05780 2.03797  0.12
H 2.30100 1.17279 4.05628  0.08
H 0.80177 0.76663 3.64076  0.06
H -1.41154 -0.40385 -0.43114  0.09
H -1.69112 -1.84949 0.44552  0.10
H -1.74933 -1.67108 -2.32493  0.09
H -0.28265 -2.53347 -2.07387  0.10
H -1.78207 -4.14826 -0.56591  0.04
H -1.97592 -4.13233 -2.29711  0.07
H 1.96284 -4.99795 -0.26392  0.03
H 1.44900 -3.79741 -1.42907  0.03
H 0.31133 -5.01955 -0.84708  0.03
H -1.42710 -3.34209 2.07247  0.04
H -0.92824 -4.92964 1.48960  0.04
H -0.11849 -4.17066 2.83826  0.03
H 2.07667 0.70391 -1.98371  0.11
H 1.43277 -0.85246 -2.27994  0.12
H -0.81118 -0.05002 -2.45005  0.08
H 0.21745 1.05591 -3.22347  0.12
H -0.01335 2.65979 -1.40242  0.11
H -1.26017 1.61892 -0.62434  0.08
H -1.70557 3.54643 -2.48463  0.12
H -1.50693 2.20345 -3.54333  0.12
H 3.64326 0.06318 0.08097  0.11
H 3.31882 -0.79712 -1.33974  0.10
H 3.43182 -2.98471 -0.13363  0.08
H 4.78781 -1.94499 -0.20481  0.12
H 4.14964 -3.09184 3.42342  0.09
H 2.64942 -2.86240 2.88922  0.05

The calculation puts the LUMO energy at 0.014 Ha. Its structure (SMILES) is CCN[C@@]1(CN)OC(=O)[C@](CCCCl)(P(C)C)[C@]1(CCCCC(F)(F)C(F)(F)S(F)(F)(F)(F)F)CCC(N)=O.



No. 3
Here is a structure of composition C14H11ClLaNO8 in a non-equilibrium geometry from the OMol25 dataset. Energies are from ωB97M-V/def2-TZVPD.

Last column: Löwdin charge in e.
Atoms and positions in Å:
La -1.43965 -0.06924 -1.61719  2.15
O -0.50515 3.63561 1.20272  0.16
C -0.77678 2.46408 0.63226  -0.44
O -1.20633 2.38475 -0.50413  0.01
C -0.50198 1.28647 1.50839  -0.20
C 0.03609 1.34882 2.77369  0.03
C 0.28521 0.13504 3.41905  -0.01
C 0.00232 -1.05901 2.78849  0.04
C -0.58045 -1.02111 1.51982  -0.16
N -0.81690 0.13078 0.92381  0.07
C -0.93430 -2.28966 0.75171  -0.60
O -0.70020 -3.36869 1.23879  0.10
O -1.47952 -2.03920 -0.41298  -0.26
H -0.71978 4.31211 0.53204  0.15
H 0.27017 2.29706 3.23528  0.13
H 0.72299 0.13690 4.40886  0.12
H 0.20931 -2.01457 3.24915  0.13
O -5.20184 0.62021 -3.50688  -0.23
Cl -3.99267 0.38956 -2.82789  0.67
O -2.91270 1.34173 -3.18905  -0.45
O -4.08790 0.47073 -1.36552  -0.41
O -3.40778 -0.95533 -3.09961  -0.43
C 0.81951 -0.09633 -2.86070  -0.28
C 1.55636 -0.39534 -1.63324  -0.42
C 2.01990 0.62126 -0.77929  -0.09
C 2.63109 0.34314 0.43691  -0.10
C 2.78021 -0.96798 0.86799  -0.11
C 2.30565 -1.99420 0.05359  -0.09
C 1.70533 -1.71506 -1.16097  -0.07
H 0.91243 -0.86412 -3.62981  0.03
H 1.08552 0.86579 -3.30384  0.03
H 1.93396 1.65588 -1.10226  0.11
H 3.00362 1.16486 1.03947  0.10
H 3.25681 -1.18939 1.81486  0.10
H 2.38978 -3.02925 0.36302  0.11
H 1.33765 -2.53630 -1.76654  0.12

The calculation puts the LUMO energy at -0.045 Ha.